(1)
A cluster of 5 separate species, C3H15NO3 in total at a distorted geometry. Source: OMol25; level of theory: ωB97M-V/def2-TZVPD.

```
22
C3H15NO3, DFT ωB97M-V/def2-TZVPD
C -3.378 0.227 1.051
N 1.817 0.099 0.088
C 2.656 1.117 -0.431
C 2.561 -0.927 0.709
H -4.150 0.278 1.821
H -2.542 -0.450 1.218
H -2.903 1.197 0.912
H 2.056 1.835 -1.002
H 3.366 0.682 -1.154
H 3.216 1.694 0.319
H 1.935 -1.757 1.050
H 3.255 -1.343 -0.044
H 3.200 -0.631 1.548
H 0.237 0.862 -0.152
H -1.211 1.049 -0.641
O -0.507 1.471 -0.090
H 0.426 -1.416 -0.688
H -3.849 -0.112 0.127
O -0.359 -1.905 -0.368
H -2.557 -0.286 -2.153
H -1.113 -1.430 -0.841
O -2.155 -0.255 -1.278
```

E_HOMO ... -8.47 eV
E_LUMO ... -5.0847 eV
Energy relative to the best compared isomer or geometry (same formula, charge and spin) ... 187.19 kcal per mole
2S+1 ... 1
Molar mass ... 113.16 g/mol
F_max ... 1.609 eV/Å
E ... -403.48894 Ha

---

(2)
A cluster of 2 separate species, C4H7NO in total. Source: OMol25; level of theory: ωB97M-V/def2-TZVPD.

```
13
C4H7NO, DFT ωB97M-V/def2-TZVPD
C -1.874 -0.575 -0.730
C -0.408 -0.792 -0.966
C 2.122 0.797 0.284
N 1.155 0.838 1.107
C 0.111 0.849 1.754
O 0.246 -1.694 -0.494
H -2.418 -0.651 -1.679
H -2.257 -1.307 -0.017
H -2.017 0.438 -0.338
H 0.079 -0.034 -1.617
H 2.325 -0.138 -0.230
H 2.719 1.687 0.116
H 0.218 0.581 2.812
```

E_HOMO ... -8.39 eV
E_LUMO ... 1.0643 eV
Energy relative to the best compared isomer or geometry (same formula, charge and spin) ... 86.87 kcal per mole
2S+1 ... 1
Molar mass ... 85.11 g/mol
F_max ... 0.595 eV/Å
E ... -286.49321 Ha

---

(3)
An isolated molecule of C5H7NO. Source: OMol25; level of theory: ωB97M-V/def2-TZVPD.

```
14
C5H7NO, DFT ωB97M-V/def2-TZVPD
C -1.792 0.061 0.472
N -0.394 -0.109 0.106
C 0.191 -1.216 -0.243
C 1.603 -0.868 -0.559
C 1.815 0.597 -0.249
C 0.565 0.959 0.093
O -0.002 2.168 0.409
H -2.260 0.763 -0.220
H -1.840 0.482 1.478
H -2.306 -0.902 0.440
H -0.348 -2.156 -0.274
H 2.320 -1.573 -0.127
H 1.710 -0.992 -1.649
H 0.737 2.787 0.323
```

E_HOMO ... -7.48 eV
E_LUMO ... 0.5040 eV
Energy relative to the best compared isomer or geometry (same formula, charge and spin) ... 83.86 kcal per mole
2S+1 ... 1
Molar mass ... 97.12 g/mol
F_max ... 0.554 eV/Å
E ... -324.59082 Ha

---

(4)
A cluster of 2 separate species, C3H7ClOSi in total at a distorted geometry. Source: OMol25; level of theory: ωB97M-V/def2-TZVPD.

```
13
C3H7ClOSi, DFT ωB97M-V/def2-TZVPD
C -0.438 0.283 0.649
C 0.751 -0.504 0.987
C 0.209 -0.534 -0.427
O -1.084 1.199 1.061
Si 1.235 0.028 -1.884
Cl -3.965 0.673 2.079
H 0.731 -1.322 1.612
H 1.730 0.016 1.126
H -2.646 1.016 2.125
H -0.562 -1.426 -0.593
H 1.471 -1.144 -2.746
H 2.313 0.955 -1.374
H 0.256 0.760 -2.616
```

E_HOMO (spin up / spin down) ... -6.38 / -10.97 eV
E_LUMO (spin up / spin down) ... 0.7454 / -2.5123 eV
Energy relative to the best compared isomer or geometry (same formula, charge and spin) ... 0.00 kcal per mole
2S+1 ... 3
Molar mass ... 122.63 g/mol
F_max ... 3.958 eV/Å
E ... -943.21226 Ha

---

(5)
The ion C5H8NO with charge +1 at a distorted geometry. Source: OMol25; level of theory: ωB97M-V/def2-TZVPD.

```
15
C5H8NO, DFT ωB97M-V/def2-TZVPD
C -0.259 0.489 -0.331
C 0.549 -1.266 0.493
C 0.651 0.104 0.874
C 2.142 0.640 0.973
C -2.337 -0.377 -1.240
N -1.288 -0.252 -0.322
O 0.663 -2.278 0.107
H 0.222 1.359 -0.993
H -0.061 0.196 1.738
H 2.434 1.008 0.033
H 2.847 -0.095 1.091
H 2.370 1.525 1.578
H -2.655 -1.380 -1.383
H -2.196 0.250 -2.067
H -3.080 0.077 -0.550
```

E_HOMO ... -15.06 eV
E_LUMO ... -4.5656 eV
Energy relative to the best compared isomer or geometry (same formula, charge and spin) ... 60.98 kcal per mole
Charge ... +1
2S+1 ... 1
Molar mass ... 98.12 g/mol
F_max ... 4.500 eV/Å
E ... -324.94178 Ha

---

(6)
An isolated molecule of C4H6O. Source: OMol25; level of theory: ωB97M-V/def2-TZVPD.

```
11
C4H6O, DFT ωB97M-V/def2-TZVPD
C -1.874 0.221 0.261
O -0.609 0.580 -0.233
C 0.357 -0.403 0.040
C 1.666 0.015 -0.469
C 2.790 0.376 -0.699
H -2.259 -0.685 -0.235
H -2.549 1.054 0.052
H -1.854 0.039 1.347
H 0.492 -0.532 1.128
H 0.047 -1.381 -0.366
H 3.794 0.716 -0.826
```

E_HOMO ... -9.91 eV
E_LUMO ... 1.0108 eV
Energy relative to the best compared isomer or geometry (same formula, charge and spin) ... 44.46 kcal per mole
2S+1 ... 1
Molar mass ... 70.09 g/mol
F_max ... 0.538 eV/Å
E ... -231.15286 Ha

---

(7)
An isolated molecule of C17H14ClF3N4OS2 at a distorted geometry. Source: OMol25; level of theory: ωB97M-V/def2-TZVPD.

```
42
C17H14ClF3N4OS2, DFT ωB97M-V/def2-TZVPD
F 0.022 3.600 4.994
C 1.253 3.079 4.917
F 2.096 3.997 5.412
F 1.279 2.043 5.778
C 1.618 2.656 3.524
C 0.640 2.339 2.591
N 0.934 1.938 1.370
C 2.201 1.836 1.007
C 3.262 2.116 1.886
C 2.962 2.535 3.166
H 3.746 2.769 3.869
Cl 4.878 1.934 1.350
S 2.556 1.321 -0.628
C 0.931 1.347 -1.284
N 0.482 2.256 -2.102
N -0.771 1.945 -2.398
C -1.094 0.833 -1.762
N -0.022 0.398 -1.031
C 0.162 -0.779 -0.233
H 0.678 -0.507 0.691
H -0.809 -1.200 0.029
C 1.012 -1.842 -0.968
C 0.276 -2.470 -2.157
H 0.994 -2.765 -2.923
C -0.364 -3.706 -1.527
H -1.304 -3.444 -1.041
C 0.687 -4.095 -0.489
H 1.454 -4.743 -0.934
H 0.268 -4.594 0.387
O 1.298 -2.887 -0.059
H -0.547 -4.500 -2.246
H -0.448 -1.791 -2.603
H 1.959 -1.375 -1.273
C -2.406 0.270 -1.885
C -3.375 0.787 -2.707
C -4.587 0.076 -2.649
C -4.540 -0.972 -1.786
S -3.010 -1.115 -1.024
H -5.309 -1.678 -1.542
H -5.458 0.333 -3.223
H -3.193 1.649 -3.320
H -0.413 2.407 2.823
```

E_HOMO ... -8.48 eV
E_LUMO ... 0.1170 eV
2S+1 ... 1
Molar mass ... 446.91 g/mol
F_max ... 1.241 eV/Å
E ... -2506.65347 Ha

---

(8)
A cluster of 11 separate species, H23O11 in total at a distorted geometry. Source: OMol25; level of theory: ωB97M-V/def2-TZVPD.

```
34
H23O11, DFT ωB97M-V/def2-TZVPD
O -2.196 -2.477 0.084
H 0.259 -2.661 -3.740
H 0.441 3.043 1.222
O 2.852 1.046 -2.359
H -2.520 -2.526 0.996
H -0.165 -3.146 -2.338
O 0.559 -0.117 4.033
H 3.231 0.356 -0.643
H 2.490 -1.853 0.097
O -3.557 -0.334 1.779
H -3.468 0.596 2.012
H -2.559 1.395 -1.661
O -0.477 2.841 0.982
H 2.488 -2.995 1.373
H -0.659 3.177 0.088
O -0.185 2.235 -3.384
H -0.491 3.091 -3.693
H -2.135 -1.487 -0.049
O 0.058 -2.357 -2.855
H 1.286 0.560 3.982
O -2.551 2.337 -1.877
H 3.451 0.680 -3.064
H 2.475 1.881 -2.727
O -0.059 -2.023 2.261
H -3.394 2.787 -1.876
H 0.720 -1.955 1.570
O 3.588 0.583 0.231
H 0.173 -2.823 2.793
H 3.308 1.448 0.522
O 2.082 -2.259 0.896
H -4.099 -0.367 0.979
H -0.895 2.064 -2.712
H 0.177 -1.230 2.924
H -0.229 0.487 4.153
```

E_HOMO (spin up / spin down) ... -2.98 / -10.79 eV
E_LUMO (spin up / spin down) ... -0.0682 / -0.2079 eV
Energy relative to the best compared isomer or geometry (same formula, charge and spin) ... 14.27 kcal per mole
2S+1 ... 2
Molar mass ... 199.17 g/mol
F_max ... 2.077 eV/Å
E ... -841.25783 Ha

---

- Look up the F_max of the sixth one.
  0.538 eV/Å

---

- Which value of F_max does entry 8 give?
  2.077 eV/Å

---

- Which of these has the lowest F_max?
  C4H6O

---

Repeat the fourth record exactly.
A cluster of 2 separate species, C3H7ClOSi in total at a distorted geometry. Source: OMol25; level of theory: ωB97M-V/def2-TZVPD.

```
13
C3H7ClOSi, DFT ωB97M-V/def2-TZVPD
C -0.438 0.283 0.649
C 0.751 -0.504 0.987
C 0.209 -0.534 -0.427
O -1.084 1.199 1.061
Si 1.235 0.028 -1.884
Cl -3.965 0.673 2.079
H 0.731 -1.322 1.612
H 1.730 0.016 1.126
H -2.646 1.016 2.125
H -0.562 -1.426 -0.593
H 1.471 -1.144 -2.746
H 2.313 0.955 -1.374
H 0.256 0.760 -2.616
```

E_HOMO (spin up / spin down) ... -6.38 / -10.97 eV
E_LUMO (spin up / spin down) ... 0.7454 / -2.5123 eV
Energy relative to the best compared isomer or geometry (same formula, charge and spin) ... 0.00 kcal per mole
2S+1 ... 3
Molar mass ... 122.63 g/mol
F_max ... 3.958 eV/Å
E ... -943.21226 Ha